{
  "formula": "C10H30AgNO8S5",
  "method": "ωB97M-V with the def2-TZVPD basis set",
  "charge": 0,
  "gap_ev": 8.11,
  "max_force_ha_per_bohr": 0.025,
  "e_homo_ev": -7.9,
  "elements": ["Ag", "N", "O", "O", "O", "C", "S", "O", "C", "H", "H", "H", "H", "H", "H", "C", "S", "O", "C", "H", "H", "H", "H", "H", "H", "C", "S", "O", "C", "H", "H", "H", "H", "H", "H", "C", "S", "O", "C", "H", "H", "H", "H", "H", "H", "C", "S", "O", "C", "H", "H", "H", "H", "H", "H"],
  "xyz": [[-0.02, -0.55, -0.13], [0.88, -1.24, 3.28], [0.26, -1.79, 4.20], [1.72, -0.35, 3.52], [0.56, -1.51, 2.09], [-4.12, -2.96, 1.15], [-2.37, -3.04, 0.74], [-1.88, -1.63, 0.73], [-1.84, -3.68, 2.32], [-4.27, -2.58, 2.15], [-4.55, -3.95, 1.05], [-4.57, -2.31, 0.39], [-2.34, -4.64, 2.48], [-2.15, -3.01, 3.12], [-0.76, -3.75, 2.37], [-2.64, 0.97, 2.17], [-1.35, 2.17, 1.83], [-0.16, 1.42, 1.34], [-2.18, 2.95, 0.42], [-2.98, 0.54, 1.23], [-3.48, 1.47, 2.64], [-2.22, 0.20, 2.81], [-3.23, 2.99, 0.70], [-2.06, 2.29, -0.45], [-1.73, 3.92, 0.25], [1.25, 2.64, -1.75], [2.30, 3.99, -1.23], [1.89, 5.20, -1.96], [1.63, 4.13, 0.42], [0.22, 2.88, -1.50], [1.49, 1.77, -1.13], [1.39, 2.41, -2.80], [1.53, 3.16, 0.90], [0.64, 4.59, 0.41], [2.31, 4.76, 0.99], [-1.28, -0.91, -4.72], [0.03, -0.07, -3.81], [-0.42, -0.21, -2.40], [1.27, -1.35, -4.03], [-2.23, -0.46, -4.45], [-1.31, -1.91, -4.29], [-1.06, -0.95, -5.78], [0.83, -2.32, -3.80], [2.11, -1.04, -3.43], [1.55, -1.38, -5.09], [3.72, -1.98, 0.71], [3.43, -0.56, -0.31], [2.11, -0.70, -1.01], [3.20, 0.61, 1.04], [4.68, -1.87, 1.20], [3.74, -2.87, 0.08], [2.93, -2.11, 1.46], [4.03, 1.32, 0.93], [3.25, 0.19, 2.04], [2.25, 1.14, 0.92]],
  "lowdin_charge": [0.71, -0.59, -0.03, -0.05, -0.15, -0.26, 0.86, -0.62, -0.26, 0.06, 0.05, 0.05, 0.06, 0.06, 0.04, -0.27, 0.86, -0.59, -0.24, 0.04, 0.06, 0.06, 0.05, 0.06, 0.04, -0.28, 0.80, -0.55, -0.26, 0.05, 0.01, 0.04, 0.02, 0.05, 0.05, -0.25, 0.84, -0.61, -0.25, 0.05, 0.05, 0.06, 0.06, 0.03, 0.06, -0.26, 0.88, -0.63, -0.24, 0.06, 0.06, 0.04, 0.05, 0.04, 0.01]
}